1.
A structure of composition C46H125BF6HgN12O15S2 in a non-equilibrium geometry, computed with wB97M-V/def2-TZVPD.

```
208
Properties=species:S:1:pos:R:3:forces:R:3
Hg -0.973 2.256 2.902 -0.1 1.0 0.2
C -1.607 -1.150 0.104 0.8 0.2 0.6
F -2.634 -0.355 -0.171 -0.2 -0.7 0.5
F -1.890 -1.967 1.188 0.0 1.1 -1.3
F -1.350 -1.921 -0.940 -0.2 -0.4 -0.1
S -0.038 -0.045 0.409 1.0 -0.4 1.4
O 0.468 -0.622 1.666 -0.6 0.8 -1.2
O 0.896 -0.106 -0.727 -1.0 -0.3 1.5
N -0.728 1.498 0.816 1.1 -3.6 -1.9
S -0.746 2.174 -0.612 -0.7 2.2 -1.3
O 0.407 3.027 -0.804 -0.3 0.2 -0.1
O -1.117 1.322 -1.723 -0.5 0.6 0.0
C -2.225 3.448 -0.430 2.1 -2.5 -0.6
F -2.178 4.223 -1.481 -0.2 0.8 -1.9
F -3.377 2.813 -0.395 -0.7 -0.1 0.3
F -2.058 4.211 0.586 0.0 1.1 2.1
B -3.027 3.384 3.667 -0.9 0.5 0.7
H -2.807 2.990 2.687 0.1 -1.3 -4.0
H -3.954 2.958 4.018 -3.6 -1.7 1.3
H -2.256 3.201 4.398 2.7 -0.7 3.2
H -3.094 4.455 3.554 -0.3 4.2 -0.5
C 3.935 -1.308 0.933 -1.1 0.2 1.1
C 3.929 -2.835 1.208 0.5 2.0 -0.9
C 2.604 -3.494 0.800 0.2 -0.5 0.8
O 2.775 -4.901 0.961 -0.6 -0.8 0.3
C 1.599 -5.678 0.735 0.4 -0.4 0.2
N 5.041 -3.226 0.398 0.5 -1.7 -0.9
H 4.902 -0.855 1.152 0.1 -0.3 0.1
H 3.188 -0.772 1.518 -0.2 0.1 0.0
H 3.705 -1.097 -0.112 0.0 -0.2 -0.1
H 4.331 -3.104 2.185 -1.2 0.3 0.6
H 2.314 -3.339 -0.239 0.2 0.7 -0.2
H 1.802 -3.142 1.449 -0.3 0.1 0.0
H 1.467 -5.997 -0.299 0.0 0.7 -0.5
H 0.686 -5.222 1.118 0.0 0.4 -0.1
H 1.678 -6.643 1.236 0.4 0.1 0.5
H 5.135 -4.211 0.598 0.6 -0.5 -0.1
H 4.667 -3.252 -0.540 0.5 0.3 -0.6
C 0.189 -0.033 6.685 -1.4 -0.7 -0.2
C -0.300 0.382 5.295 -0.5 -0.3 0.1
C -1.767 -0.010 4.887 1.7 0.9 2.2
O -2.068 0.353 3.568 -0.4 -1.9 0.9
C -3.449 0.233 3.241 -0.3 0.2 0.7
N -0.123 1.827 5.265 0.6 0.2 -0.2
H -0.045 -1.093 6.779 0.9 -0.3 0.5
H -0.309 0.484 7.505 -0.6 0.1 -0.1
H 1.217 0.306 6.809 0.3 -0.8 -0.2
H 0.322 -0.159 4.582 0.4 0.6 -0.3
H -2.291 0.560 5.653 -1.1 0.3 -0.3
H -1.874 -1.047 5.206 -0.3 -0.5 -0.8
H -3.713 -0.811 3.075 0.0 -0.1 -0.2
H -3.681 0.876 2.391 0.3 -0.2 -0.1
H -4.018 0.629 4.082 -0.2 0.0 0.0
H -0.667 2.242 6.008 -0.8 0.1 0.0
H 0.811 1.962 5.626 0.6 0.4 -0.4
C 6.183 1.866 -0.774 -1.1 -0.3 -0.6
C 5.367 1.446 -2.018 -0.6 2.4 -0.1
C 4.002 2.230 -2.157 1.2 -2.0 1.4
O 3.391 1.698 -3.309 -0.9 1.6 -0.4
C 2.114 2.317 -3.547 -0.1 -0.5 -0.5
N 6.121 1.791 -3.230 0.0 -0.3 0.8
H 5.557 1.619 0.084 0.4 -0.3 0.3
H 6.370 2.939 -0.721 0.1 0.0 -0.3
H 7.121 1.312 -0.795 0.0 0.1 0.4
H 5.112 0.389 -1.945 0.0 -0.2 0.0
H 4.116 3.314 -2.132 0.2 0.1 -0.5
H 3.416 1.948 -1.283 -0.4 0.1 0.2
H 1.803 2.179 -4.582 0.5 -0.4 -0.2
H 2.146 3.400 -3.425 0.1 0.0 0.5
H 1.335 1.834 -2.957 0.1 0.3 0.4
H 6.881 1.128 -3.266 0.2 0.0 -0.6
H 5.485 1.675 -4.006 0.3 -0.2 -0.4
C -3.920 -4.333 -1.099 0.0 1.1 0.4
C -5.258 -4.122 -0.399 0.0 -0.1 0.6
C -5.455 -2.803 0.409 0.1 -0.6 -1.1
O -6.665 -2.850 1.192 0.5 -0.9 0.3
C -6.529 -3.640 2.391 0.3 1.0 0.2
N -6.313 -4.241 -1.388 -0.2 0.2 0.1
H -3.825 -3.534 -1.835 0.3 0.1 0.0
H -3.813 -5.260 -1.662 -0.4 -0.2 0.3
H -3.135 -4.280 -0.345 0.3 0.0 -0.2
H -5.346 -4.871 0.388 0.0 -0.5 0.1
H -5.550 -1.985 -0.306 -0.3 0.1 0.1
H -4.564 -2.583 0.996 0.0 -0.1 0.4
H -7.321 -3.397 3.099 -0.2 0.4 -0.3
H -5.592 -3.333 2.856 0.1 -0.2 0.2
H -6.550 -4.729 2.347 0.1 -0.1 -0.9
H -6.454 -5.220 -1.588 -0.2 -0.1 -0.2
H -7.158 -3.869 -0.980 -0.4 -0.1 -0.1
C -0.769 7.547 -3.786 0.7 0.1 0.4
C -1.624 7.753 -2.543 0.0 0.0 -0.7
C -1.460 9.157 -1.868 1.1 -0.8 -0.5
O -0.091 9.314 -1.387 -1.0 -1.1 1.3
C 0.059 8.557 -0.145 0.1 0.3 -0.2
N -2.984 7.489 -2.946 -1.5 0.4 0.3
H 0.261 7.658 -3.447 0.2 -0.2 -0.4
H -0.938 8.183 -4.655 -0.3 0.5 0.4
H -0.945 6.537 -4.157 0.2 -0.2 0.2
H -1.385 6.907 -1.898 0.8 0.5 0.7
H -2.187 9.343 -1.078 0.0 -0.3 0.4
H -1.627 9.966 -2.580 0.2 -0.2 -0.3
H 1.095 8.486 0.187 0.2 0.4 -0.6
H -0.291 7.526 -0.191 -0.1 0.0 -0.5
H -0.479 9.001 0.692 -0.3 0.4 -0.1
H -3.533 7.408 -2.101 -0.5 0.4 0.3
H -3.048 6.536 -3.274 0.2 -0.2 -0.5
C 1.408 6.043 2.202 0.6 -0.9 -0.8
C 0.880 4.580 2.242 1.4 1.0 2.1
C 2.020 3.536 2.622 -1.0 1.3 -2.0
O 1.421 2.295 2.834 2.0 -0.5 -0.2
C 2.379 1.362 3.279 -0.2 -0.6 1.0
N -0.145 4.537 3.299 -0.1 0.6 0.2
H 2.006 6.244 3.091 -0.3 0.2 0.2
H 0.569 6.727 2.077 0.0 0.0 0.3
H 2.076 6.249 1.366 0.1 -0.2 -0.3
H 0.445 4.292 1.285 0.0 -0.1 0.2
H 2.710 3.818 3.417 -0.4 0.4 0.6
H 2.648 3.453 1.735 0.3 0.1 -0.3
H 2.637 1.626 4.304 0.2 -0.1 0.4
H 3.338 1.275 2.768 -0.1 0.5 -0.7
H 1.939 0.365 3.276 -0.2 0.2 -0.1
H -0.744 5.349 3.320 -0.7 0.1 -1.0
H 0.175 4.635 4.253 1.0 -0.7 0.2
C -1.974 3.087 -8.507 -0.8 -0.1 0.2
C -0.671 3.117 -7.735 -1.0 0.3 -0.9
C -0.485 1.937 -6.762 0.9 1.1 0.6
O -1.359 1.929 -5.638 -0.2 1.0 0.7
C -1.274 3.096 -4.746 -0.6 -0.1 -1.4
N 0.433 3.200 -8.672 1.7 -0.1 0.4
H -2.800 2.986 -7.803 -0.2 0.2 0.0
H -2.133 2.295 -9.240 0.6 -0.4 0.2
H -2.094 4.000 -9.090 -0.1 0.3 0.2
H -0.653 4.076 -7.217 -0.4 -0.2 0.8
H 0.516 1.971 -6.331 0.5 0.3 -0.2
H -0.483 0.990 -7.303 -0.7 -0.1 0.1
H -1.709 3.959 -5.251 0.2 0.2 -0.4
H -0.256 3.360 -4.458 0.1 -0.4 0.1
H -1.950 3.017 -3.894 0.4 -1.0 0.1
H 1.104 3.719 -8.125 1.1 -0.5 0.1
H 0.338 3.883 -9.410 -1.1 -0.1 -0.4
C -1.533 -1.507 -4.799 0.9 0.1 1.1
C -2.990 -1.009 -4.834 0.8 0.4 0.3
C -3.325 -0.086 -3.586 0.0 -0.1 -1.8
O -4.747 0.036 -3.425 0.4 0.0 -0.3
C -5.079 0.678 -2.223 -0.3 -0.2 0.8
N -3.034 -0.311 -6.129 -1.1 0.7 0.2
H -1.166 -1.939 -3.868 -0.3 -0.6 0.1
H -0.817 -0.692 -4.901 -0.4 0.9 0.2
H -1.183 -2.073 -5.663 -0.7 -0.7 0.0
H -3.755 -1.783 -4.771 0.2 -0.3 -0.3
H -2.948 0.921 -3.763 0.3 0.0 0.0
H -2.796 -0.499 -2.728 -0.4 -0.1 0.3
H -5.035 -0.070 -1.432 0.3 0.2 0.5
H -6.093 1.073 -2.157 -0.4 -0.4 -0.9
H -4.507 1.568 -1.961 0.7 -0.3 -0.2
H -2.323 0.395 -6.004 -0.3 0.5 -0.2
H -2.657 -0.884 -6.870 -0.2 -0.5 0.0
C 1.963 -1.577 -3.404 0.7 0.4 0.5
C 3.530 -1.673 -3.282 -2.0 0.9 -0.2
C 4.047 -3.050 -3.486 1.4 -0.3 -0.8
O 4.201 -3.726 -2.277 -1.1 -1.3 0.2
C 4.036 -5.132 -2.366 0.1 -0.1 1.6
N 4.084 -0.795 -4.272 0.6 -0.2 -1.5
H 1.535 -1.842 -4.370 0.6 -0.4 -0.3
H 1.686 -0.529 -3.299 -0.1 0.0 0.4
H 1.439 -2.162 -2.648 0.1 0.1 0.2
H 3.888 -1.288 -2.327 -0.5 -0.5 0.7
H 5.064 -2.999 -3.874 0.3 0.3 -0.5
H 3.492 -3.601 -4.245 -0.4 -0.2 0.2
H 3.014 -5.461 -2.552 -0.1 0.3 -0.7
H 4.193 -5.493 -1.349 0.2 0.0 0.2
H 4.778 -5.654 -2.970 -0.1 0.3 -0.5
H 5.089 -0.887 -4.252 0.2 0.1 -0.1
H 3.869 0.171 -4.071 -0.2 -0.1 0.1
C -2.346 -8.702 3.924 -1.7 -0.2 1.1
C -1.363 -7.823 3.254 1.0 -0.8 0.3
C -1.508 -6.368 3.722 0.8 -0.2 -1.5
O -2.707 -5.800 3.275 0.1 -1.9 0.4
C -2.858 -4.554 3.775 -1.7 2.8 0.3
N -0.007 -8.221 3.588 1.5 0.4 0.5
H -3.355 -8.344 3.718 -0.2 -0.3 -0.4
H -2.304 -8.637 5.011 0.4 0.0 0.2
H -2.234 -9.755 3.665 -0.1 0.1 -0.2
H -1.481 -8.090 2.204 0.0 1.2 -0.4
H -0.722 -5.709 3.355 0.6 -0.3 -0.3
H -1.361 -6.344 4.802 -0.5 -0.1 0.5
H -2.343 -3.751 3.247 0.5 -0.1 -0.4
H -2.651 -4.361 4.827 0.4 -0.7 0.4
H -3.914 -4.301 3.681 -0.1 0.0 -0.1
H 0.188 -8.136 4.576 -0.2 0.4 0.3
H 0.324 -9.157 3.401 -0.7 -0.2 -0.7
C 4.959 -0.791 4.934 -1.3 0.0 -2.2
C 3.741 -1.521 5.588 1.4 0.7 -1.0
C 2.878 -2.320 4.548 0.4 0.8 1.9
O 1.790 -3.002 5.250 1.3 1.3 -0.7
C 0.770 -3.284 4.348 -1.3 -1.1 0.0
N 4.427 -2.445 6.412 -0.1 -2.0 2.0
H 5.502 -1.554 4.376 0.4 -0.2 0.5
H 5.649 -0.169 5.503 -0.4 -0.4 0.6
H 4.644 -0.180 4.089 -0.3 0.5 0.1
H 3.193 -0.855 6.254 -0.8 0.4 -0.7
H 3.517 -3.074 4.087 0.0 0.0 0.0
H 2.555 -1.590 3.806 -0.6 -0.3 -0.2
H 0.197 -2.425 4.000 0.3 0.4 -0.2
H 0.045 -3.943 4.826 -0.1 0.1 0.6
H 1.068 -3.913 3.509 0.6 0.3 -0.4
H 3.716 -2.887 6.977 -0.2 -0.8 0.1
H 4.926 -1.945 7.134 0.5 0.3 -0.1
```
Forces are in eV/Å.

Properties
Multiplicity ... 2
HOMO (alpha / beta) ... -1.1 / -6.3 eV
Gap between HOMO and LUMO (alpha / beta) ... 0.112 / 0.302 Ha
Charge ... -1

These are the Mulliken partial charges, in e, on atoms 1 to 8: 2.095 -0.144 0.155 -0.031 -0.152 -0.236 -0.361 0.306

***

2.
An isolated molecule of C9H9NO5 in a non-equilibrium geometry, computed with wB97M-V/def2-TZVPD.

```
24
Properties=species:S:1:pos:R:3:forces:R:3
O -0.569 4.607 -2.321 0.6 1.6 -0.2
C 0.414 4.097 -1.848 -0.7 -0.4 -1.6
O 1.682 4.609 -1.929 -0.9 -1.2 0.8
C 0.158 2.731 -1.311 -1.3 -0.9 0.2
C -1.047 2.120 -1.595 2.3 1.0 0.7
C -1.555 0.939 -0.861 3.0 -1.7 2.7
O -2.627 0.463 -1.047 -3.1 -0.7 -1.4
N -0.759 0.298 0.131 1.7 2.8 -1.0
C -0.992 -0.786 0.987 -1.5 -0.6 -1.9
C -1.816 -1.879 0.778 1.1 0.7 0.3
O -2.584 -2.182 -0.322 1.1 0.7 1.8
C -1.769 -2.741 2.041 -1.2 2.2 0.1
C -0.733 -2.056 3.011 -0.5 0.2 -0.8
C -0.220 -0.810 2.220 -2.4 -2.5 0.0
O 0.524 0.036 2.590 1.6 1.3 0.5
H 1.656 5.471 -2.361 -0.3 0.1 -0.1
H 0.874 2.319 -0.619 0.1 -0.2 0.1
H -1.751 2.502 -2.339 0.4 0.1 0.4
H 0.085 0.830 0.441 -1.0 -0.7 -0.3
H -2.668 -1.331 -0.816 -0.1 -0.2 0.1
H -2.814 -2.736 2.409 0.5 0.2 0.3
H -1.611 -3.749 1.862 0.8 -2.0 -0.6
H 0.054 -2.748 3.356 -0.3 0.5 -0.2
H -1.258 -1.619 3.872 0.2 -0.3 -0.1
```
Forces are in eV/Å.

Properties
HOMO ... -8.5 eV
Gap between HOMO and LUMO ... 0.279 Ha
Charge ... 0

These are the Mulliken partial charges, in e, on atoms 1 to 8: -0.519 0.398 -0.447 -0.382 -0.189 0.662 -0.698 -0.133

***

3.
A structure of composition C8H5N2O5Sr in a non-equilibrium geometry, computed with wB97M-V/def2-TZVPD.

```
21
Properties=species:S:1:pos:R:3:forces:R:3
O -5.276 -0.435 -2.172 -1.1 0.2 -1.0
C -4.432 -0.568 -1.461 1.1 -0.2 1.0
Sr 0.428 -0.179 0.551 -2.9 1.1 -3.2
O -2.793 -1.437 1.154 2.6 1.5 -1.4
C -1.835 -0.942 0.755 -4.7 -2.2 1.6
C 1.434 1.090 -1.239 3.1 2.5 -3.0
O 2.191 1.661 -1.887 -2.2 -1.4 1.4
C -0.726 1.922 0.764 -1.9 4.5 1.4
O -1.113 2.929 1.159 0.8 -2.7 -1.3
C 0.344 -1.772 -1.246 0.5 -3.9 -3.1
O 0.518 -2.699 -1.902 -0.7 2.6 1.5
H -1.092 0.426 -1.365 0.4 -0.2 0.5
N 3.192 -1.658 3.193 -0.5 1.1 0.4
C 2.854 -0.490 3.903 -0.6 -0.6 -1.6
C 1.908 0.170 3.149 1.9 -2.4 0.5
N 1.740 -0.628 2.058 2.5 -1.6 2.0
C 2.490 -1.731 2.041 -0.1 2.6 2.6
H 3.846 -2.333 3.481 0.9 -0.8 0.6
H 3.265 -0.208 4.824 0.7 -0.1 1.0
H 1.377 1.093 3.302 0.0 0.0 0.1
H 2.518 -2.492 1.281 0.1 -0.1 0.1
```
Forces are in eV/Å.

Properties
HOMO (alpha / beta) ... -10.8 / -10.8 eV
Gap between HOMO and LUMO (alpha / beta) ... 0.235 / 0.235 Ha
Charge ... +1

These are the Mulliken partial charges, in e, on atoms 1 to 8: -0.127 0.112 2.347 -0.108 -0.018 -0.036 -0.114 -0.082

***

The records above give, respectively, energy relative to the best compared isomer or geometry (same formula, charge and spin) values of 0.000, 0.645, 2.855 eV.